# 1
{"formula": "C2H6N6O", "method": "wB97M-V/def2-TZVPD", "symbols": ["C", "C", "N", "N", "N", "N", "N", "N", "O", "H", "H", "H", "H", "H", "H"], "coordinates": [[-0.5146, -0.2979, 0.2757], [0.0918, -0.6518, -1.0657], [-0.1025, 0.5480, 1.1560], [1.0222, 0.3194, -1.2993], [-0.8785, 1.1120, 2.0479], [-1.5265, -1.1830, 0.5631], [2.1932, 0.0541, -2.0913], [-0.3949, 1.3339, 3.1727], [-0.3373, -1.6621, -1.6061], [-1.8783, -1.7439, -0.2182], [-2.2283, -0.8811, 1.2233], [2.3150, 0.8971, -2.6645], [2.0593, -0.7726, -2.7840], [1.1720, 0.8982, -0.3685], [-0.9927, 2.0297, 3.6590]], "forces_ev_per_angstrom": [[-2.6, -1.9, 2.1], [0.4, 1.0, 1.5], [2.1, -0.2, -2.2], [0.3, -0.7, 0.8], [-1.6, 1.2, 1.3], [-0.5, 0.5, -0.6], [-0.3, -0.5, -1.4], [0.6, 0.3, -0.4], [1.4, 1.1, -0.9], [0.4, 0.4, 0.4], [0.2, 0.0, 0.2], [0.0, -0.6, 0.1], [-0.3, 1.9, 1.8], [0.0, -1.5, -2.4], [-0.2, -0.9, -0.4]], "lowdin_charge": [-0.304, -0.435, 0.009, -0.026, -0.149, 0.158, 0.021, 0.040, 0.060, 0.105, 0.095, 0.076, 0.127, 0.173, 0.051], "largest_force_ev_per_a": 3.85, "molar_mass_g_mol": 130.11, "lumo_energy_ev": -0.1, "orbital_gap_ev": 8.7012, "homo_energy_ev": -8.76, "smiles": "[H]/N=N/N=C(\\N)C(=O)NN", "e_above_lowest_ev": 0.200}

# 2
{"formula": "C34H23AsClN2OSbSe4Y", "method": "wB97M-V/def2-TZVPD", "symbols": ["Y", "Cl", "C", "C", "C", "C", "O", "C", "C", "N", "C", "C", "C", "C", "C", "C", "C", "C", "N", "C", "C", "H", "H", "H", "H", "H", "H", "H", "H", "H", "H", "Se", "Sb", "Se", "Se", "Se", "C", "C", "C", "C", "C", "C", "As", "C", "C", "C", "C", "C", "C", "C", "C", "C", "C", "C", "C", "H", "H", "H", "H", "H", "H", "H", "H", "H", "H", "H", "H", "H"], "coordinates": [[-1.8147, 0.9064, 0.4775], [-5.6273, -5.4812, -1.0404], [-4.5716, -4.0922, -0.9290], [-4.5102, -3.1871, -1.9896], [-3.6771, -2.0965, -1.9156], [-2.8705, -1.8666, -0.7799], [-2.0804, -0.8423, -0.7184], [-2.9635, -2.7822, 0.2948], [-2.2062, -2.6246, 1.5160], [-1.3983, -1.6685, 1.7825], [-0.6692, -1.6988, 2.9858], [-0.5688, -2.7676, 3.8459], [0.1611, -2.6840, 5.0457], [0.8065, -1.5328, 5.3898], [0.7736, -0.4252, 4.5134], [1.4287, 0.7934, 4.8133], [1.3987, 1.8110, 3.9135], [0.7270, 1.5965, 2.6933], [0.0675, 0.5068, 2.3964], [0.0641, -0.5148, 3.2965], [-3.8178, -3.8892, 0.1977], [-5.1320, -3.3455, -2.8610], [-3.6425, -1.3657, -2.7129], [-2.3844, -3.4256, 2.2407], [-1.0574, -3.7035, 3.6141], [0.1983, -3.5458, 5.6998], [1.3543, -1.4539, 6.3208], [1.9400, 0.8928, 5.7640], [1.8718, 2.7648, 4.0996], [0.7054, 2.3874, 1.9566], [-3.8848, -4.5856, 1.0253], [-1.6115, 3.6856, 1.1449], [-4.0479, 2.9633, 1.4034], [-3.5549, 0.8694, 2.7055], [-4.1416, 1.8898, -0.8522], [-5.6974, 4.5122, 2.1502], [4.5061, -1.1247, -4.6135], [3.6702, -0.0177, -4.6895], [2.7028, 0.1959, -3.7190], [2.5598, -0.6984, -2.6627], [3.3938, -1.8101, -2.5973], [4.3682, -2.0212, -3.5649], [1.2489, -0.4775, -1.2199], [2.0903, 1.0682, -0.3708], [3.1506, 1.0558, 0.5222], [3.6065, 2.2508, 1.0619], [2.9812, 3.4490, 0.7333], [1.9091, 3.4667, -0.1460], [1.4704, 2.2744, -0.7163], [0.3731, 2.1453, -1.7013], [-0.3585, 3.1986, -2.2497], [-1.3380, 2.9280, -3.1867], [-1.6044, 1.6183, -3.5801], [-0.9014, 0.5654, -3.0219], [0.0915, 0.8275, -2.0818], [5.2593, -1.2895, -5.3736], [3.7721, 0.6833, -5.5086], [2.0563, 1.0633, -3.7855], [3.2779, -2.5224, -1.7880], [5.0121, -2.8896, -3.5028], [3.6210, 0.1204, 0.8031], [4.4389, 2.2473, 1.7547], [3.3237, 4.3753, 1.1772], [1.4075, 4.3987, -0.3727], [-0.1900, 4.2143, -1.9201], [-1.9311, 3.7384, -3.5882], [-2.3960, 1.4224, -4.2913], [-1.1389, -0.4563, -3.2879]], "forces_ev_per_angstrom": [[0.0, -0.7, 0.9], [0.0, 0.0, 0.0], [0.0, 0.0, 0.0], [0.0, 0.0, 0.0], [0.0, 0.0, 0.0], [0.0, 0.1, 0.1], [-0.1, -0.2, -0.5], [0.0, 0.0, 0.0], [0.0, -0.1, 0.0], [0.0, 0.2, -0.1], [0.0, 0.0, 0.0], [0.0, 0.0, 0.0], [0.0, 0.0, 0.0], [0.0, 0.0, 0.0], [0.0, 0.0, 0.0], [0.0, 0.0, 0.0], [0.1, -0.2, 0.0], [-0.1, 0.2, 0.0], [-0.2, 0.3, -0.3], [0.0, 0.0, 0.0], [0.0, 0.0, 0.0], [0.0, 0.0, 0.0], [0.0, 0.0, 0.0], [0.0, 0.0, 0.0], [0.0, 0.0, 0.0], [0.0, 0.0, 0.0], [0.0, 0.0, 0.0], [0.0, 0.0, 0.0], [0.0, 0.0, 0.0], [0.0, 0.0, 0.0], [0.0, 0.0, 0.0], [-0.1, 0.3, 0.1], [0.4, 0.0, -0.1], [-0.1, 0.0, 0.0], [-0.1, 0.1, 0.0], [0.0, 0.0, 0.0], [0.0, 0.0, 0.0], [0.0, 0.0, 0.0], [0.0, 0.0, 0.0], [0.0, 0.0, 0.0], [0.0, 0.0, 0.0], [0.0, 0.0, 0.0], [0.1, 0.0, 0.0], [0.0, 0.0, 0.0], [0.0, 0.0, 0.0], [0.0, 0.0, 0.0], [0.0, 0.0, 0.0], [0.0, 0.0, 0.0], [0.0, 0.0, -0.1], [0.0, 0.0, 0.2], [0.0, 0.0, 0.0], [0.0, 0.0, 0.0], [0.0, 0.0, 0.0], [0.0, 0.0, 0.0], [0.0, 0.1, -0.1], [0.0, 0.0, 0.0], [0.0, 0.0, 0.0], [0.0, 0.0, 0.0], [0.0, 0.0, 0.0], [0.0, 0.0, 0.0], [0.0, 0.0, 0.0], [0.0, 0.0, 0.0], [0.0, 0.0, 0.0], [0.0, 0.0, 0.0], [0.0, 0.0, 0.0], [0.0, 0.0, 0.0], [0.0, 0.0, 0.0], [0.0, 0.0, 0.0]], "lowdin_charge": [0.720, 0.613, -0.675, -0.101, -0.001, -0.352, -0.320, -0.125, -0.082, 0.067, -0.200, -0.017, -0.080, -0.046, -0.150, -0.007, -0.027, -0.174, 0.061, -0.162, -0.071, 0.103, 0.111, 0.114, 0.098, 0.101, 0.108, 0.115, 0.111, 0.022, 0.109, -0.091, -0.246, -0.099, -0.091, -0.208, -0.101, -0.087, -0.092, -0.388, -0.138, -0.100, 1.365, -0.345, -0.105, -0.099, -0.084, -0.045, -0.226, -0.259, -0.053, -0.081, -0.094, -0.114, -0.413, 0.097, 0.101, 0.103, 0.087, 0.098, 0.104, 0.101, 0.104, 0.106, 0.102, 0.111, 0.107, 0.107], "largest_force_ev_per_a": 1.12, "molar_mass_g_mol": 1112.45, "charge": -1, "lumo_energy_ev": 1.5, "orbital_gap_ev": 5.7978, "homo_energy_ev": -4.26, "e_above_lowest_ev": 0.283}

# 3
{"formula": "C17H41BrN6O10P4SiV", "method": "wB97M-V/def2-TZVPD", "symbols": ["V", "C", "N", "C", "P", "O", "O", "P", "O", "N", "C", "C", "N", "C", "C", "N", "C", "C", "H", "H", "H", "H", "H", "H", "H", "H", "H", "H", "H", "H", "H", "H", "H", "H", "H", "H", "H", "H", "H", "H", "H", "H", "O", "P", "O", "O", "O", "P", "O", "O", "O", "H", "H", "C", "C", "C", "C", "C", "C", "N", "N", "Si", "C", "C", "C", "H", "H", "H", "H", "H", "H", "H", "H", "H", "H", "H", "H", "H", "H", "H", "Br"], "coordinates": [[-0.5094, 0.3216, -2.2118], [-1.1393, 2.8252, 1.9169], [-1.3941, 1.4280, 2.2612], [-2.4094, 0.7908, 1.4241], [-0.2815, 0.5149, 3.0202], [-0.3594, -0.9374, 2.8404], [1.1686, 1.1110, 2.5339], [1.8089, 1.0851, 1.0659], [0.9414, 0.6371, -0.0301], [2.2966, 2.6559, 0.8638], [3.1721, 3.2256, 1.8715], [2.5924, 3.1140, -0.4924], [3.1592, 0.1578, 1.3251], [3.9020, -0.1775, 0.1129], [3.3390, -0.7852, 2.4134], [-0.2685, 0.9580, 4.6216], [-0.6223, 2.2931, 5.0597], [0.7601, 0.3279, 5.4345], [-2.0197, 3.4278, 2.1595], [-0.9256, 2.9207, 0.8508], [-0.2874, 3.2141, 2.4718], [-3.3763, 1.2680, 1.6043], [-2.4789, -0.2666, 1.6652], [-2.1533, 0.8999, 0.3688], [2.8649, 2.9079, 2.8670], [3.1081, 4.3150, 1.8239], [4.2195, 2.9329, 1.7215], [1.9487, 2.6067, -1.2051], [3.6444, 2.9395, -0.7529], [2.3948, 4.1859, -0.5577], [3.6479, 0.5081, -0.6955], [3.6561, -1.1844, -0.2360], [4.9764, -0.1159, 0.3076], [2.8101, -0.4474, 3.2995], [4.4051, -0.8518, 2.6511], [2.9779, -1.7845, 2.1529], [-1.4854, 2.6535, 4.5059], [0.2025, 3.0100, 4.9425], [-0.8873, 2.2558, 6.1189], [0.9492, -0.6788, 5.0655], [0.4150, 0.2569, 6.4685], [1.6995, 0.8968, 5.4230], [3.4826, -0.2918, -4.0345], [2.0171, -0.8257, -3.6551], [2.0510, -2.2623, -3.2992], [1.4566, 0.1975, -2.6819], [1.2206, -0.6217, -5.0492], [-0.4042, -0.6046, -5.1336], [-0.7831, -1.9647, -4.3507], [-0.8160, -0.5487, -6.5360], [-0.8916, 0.4690, -4.1544], [4.0237, -1.0409, -4.3020], [-0.1157, -2.6562, -4.4447], [-3.8694, 1.8615, -3.1308], [-3.8185, 0.4957, -2.5248], [-4.9087, -0.3574, -2.5101], [-4.7398, -1.6485, -2.0076], [-3.5198, -2.0745, -1.5384], [-2.4537, -1.1512, -1.5457], [-2.6543, 0.1046, -2.0016], [-1.1516, -1.3261, -1.2162], [-0.5175, -2.8561, -0.6317], [-1.4950, -3.4467, 0.8686], [1.2698, -2.6718, -0.1544], [-0.6481, -4.1752, -1.9636], [-3.5460, 2.6117, -2.4101], [-4.8728, 2.0912, -3.4875], [-3.1638, 1.9052, -3.9624], [-5.8583, -0.0294, -2.9088], [-5.5765, -2.3380, -2.0127], [-3.3731, -3.0873, -1.2003], [-1.7206, -2.6257, 1.5509], [-0.8706, -4.1520, 1.4244], [-2.4193, -3.9626, 0.6079], [1.4376, -1.6619, 0.2080], [1.9038, -2.8467, -1.0255], [1.5224, -3.3777, 0.6401], [-1.6198, -4.1656, -2.4619], [-0.4955, -5.1680, -1.5292], [0.1365, -4.0046, -2.7028], [-0.6809, 2.7912, -1.7839]], "forces_ev_per_angstrom": [[0.4, 0.6, 0.1], [0.0, 0.0, 0.0], [0.0, 0.0, 0.0], [0.0, 0.0, 0.0], [0.0, 0.0, 0.0], [0.0, 0.0, 0.0], [0.0, 0.1, 0.1], [0.2, -0.1, -0.2], [-0.5, 0.0, 0.1], [0.0, -0.1, 0.0], [0.0, 0.0, 0.0], [0.0, 0.0, 0.0], [0.0, 0.1, 0.0], [0.0, 0.0, 0.0], [0.0, 0.0, 0.0], [0.0, 0.0, 0.0], [0.0, 0.0, 0.0], [0.0, 0.0, 0.0], [0.0, 0.0, 0.0], [0.0, 0.0, 0.0], [0.0, 0.0, 0.0], [0.0, 0.0, 0.0], [0.0, 0.0, 0.0], [0.0, 0.0, 0.0], [0.0, 0.0, 0.0], [0.0, 0.0, 0.0], [0.0, 0.0, 0.0], [0.0, 0.0, 0.0], [0.0, 0.0, 0.0], [0.0, 0.0, 0.0], [0.0, 0.0, 0.0], [0.0, 0.0, 0.0], [0.0, 0.0, 0.0], [0.0, 0.0, 0.0], [0.0, 0.0, 0.0], [0.0, 0.0, 0.0], [0.0, 0.0, 0.0], [0.0, 0.0, 0.0], [0.0, 0.0, 0.0], [0.0, 0.0, 0.0], [0.0, 0.0, 0.0], [0.0, 0.0, 0.0], [0.0, 0.1, 0.0], [0.0, 0.1, -0.1], [0.0, 0.0, -0.1], [-0.3, -0.4, 0.1], [0.0, 0.0, 0.0], [0.0, 0.1, 0.0], [0.0, 0.0, -0.1], [-0.1, 0.0, 0.0], [0.0, -0.3, 0.3], [0.0, -0.1, 0.0], [0.1, 0.0, 0.0], [0.0, 0.0, 0.0], [0.0, 0.0, 0.0], [0.0, 0.0, 0.0], [0.0, 0.0, 0.0], [-0.1, 0.1, 0.1], [0.0, -0.1, -0.1], [0.2, -0.1, -0.1], [0.1, 0.0, -0.1], [0.0, 0.1, 0.0], [0.0, 0.1, 0.0], [0.0, 0.0, 0.0], [0.0, 0.0, 0.1], [0.0, 0.0, 0.0], [0.0, 0.0, 0.0], [0.0, 0.0, 0.0], [0.0, 0.0, 0.0], [0.0, 0.0, 0.0], [0.0, 0.0, 0.0], [0.0, 0.0, 0.0], [0.0, 0.0, 0.0], [-0.1, 0.0, 0.0], [0.0, 0.1, 0.1], [0.0, 0.0, 0.0], [0.0, 0.0, 0.0], [0.0, 0.0, 0.0], [0.0, 0.0, 0.0], [0.0, 0.0, 0.0], [-0.1, 0.0, -0.1]], "lowdin_charge": [0.710, -0.116, -0.283, -0.072, 0.470, -0.243, -0.280, 0.468, -0.305, -0.283, -0.118, -0.129, -0.283, -0.088, -0.093, -0.297, -0.117, -0.121, 0.087, -0.008, 0.068, 0.088, 0.071, 0.051, 0.069, 0.082, 0.081, -0.001, 0.082, 0.083, 0.071, 0.079, 0.084, 0.059, 0.083, 0.079, 0.069, 0.085, 0.081, 0.075, 0.081, 0.082, -0.112, 0.216, -0.288, -0.376, -0.250, 0.225, -0.139, -0.270, -0.387, 0.071, 0.061, -0.047, -0.314, -0.051, -0.071, -0.023, -0.438, 0.028, -0.108, 0.435, -0.170, -0.159, -0.165, 0.039, 0.072, 0.078, 0.097, 0.102, 0.081, 0.004, 0.027, 0.013, -0.007, 0.015, 0.033, 0.024, 0.029, 0.007, 0.213], "largest_force_ev_per_a": 0.73, "molar_mass_g_mol": 772.38, "charge": -1, "lumo_energy_ev": [2.3, 2.3], "multiplicity": 3, "orbital_gap_ev": [7.5439, 7.6138], "homo_energy_ev": [-5.23, -5.30], "e_above_lowest_ev": 1.071}